Record 1
Entry from OMol25: a cluster of 2 separate species, C4H12OS2 in total at a distorted geometry (wB97M-V/def2-TZVPD).

Properties
Orbital gap   0.3451 hartree
Total charge   0
HOMO   -0.3196 Ha
Energy   -28060.5294 eV
ΔE to the lowest compared entry with this formula, charge and spin   7.8 kcal/mol

Cartesian coordinates (Å):
C -1.97765 0.55373 -0.88089
C -0.74952 0.37551 -1.70556
S 0.62147 -0.60591 -1.03309
S 0.82194 0.14527 0.87799
C 2.24016 1.26176 0.66900
C 1.88279 2.67623 0.21648
H -2.75176 1.07331 -1.45392
H -1.85270 1.20138 -0.01097
H -2.35738 -0.41081 -0.62562
H -0.31424 1.25414 -2.17819
H -1.07997 -0.27519 -2.52709
H 2.78409 1.24870 1.61070
H 2.90070 0.79687 -0.05460
H 2.64189 3.12010 -0.42336
H 1.52260 3.28012 1.04977
H 1.01061 2.58529 -0.43019
O -1.47680 -6.18354 2.54859
H -1.44411 -5.94978 1.61026
H -2.42212 -6.14716 2.74072

Atoms 1-2, force components in eV/Å:
-0.35 1.37 0.29
0.41 -0.63 -1.41

=====

Record 2
Entry from OMol25: the molecule C3H5N3Se at a distorted geometry (wB97M-V/def2-TZVPD).

Properties
Orbital gap   0.3360 hartree
Total charge   0
HOMO   -0.3132 Ha
Energy   -73006.3414 eV
ΔE to the lowest compared entry with this formula, charge and spin   29.4 kcal/mol

Cartesian coordinates (Å):
C -1.16603 0.46048 -1.65993
C -0.20491 0.21779 -0.56777
N 1.04000 0.00016 -0.87585
N 1.69419 -0.33356 0.23939
C 0.94206 -0.28360 1.25279
Se 1.44111 -0.35394 2.96142
N -0.51847 0.12311 0.71491
H -1.54064 1.56622 -1.88586
H -0.84017 0.08728 -2.60565
H -2.04891 -0.20631 -1.68890
H 2.53260 -1.21812 2.80554
H -1.33083 -0.05950 1.30991

Atoms 1-2, force components in eV/Å:
-2.55 1.58 -1.47
-1.29 0.16 -2.11

=====

Record 3
Entry from OMol25: a cluster of 2 separate species, C4H9NO3 in total at a distorted geometry (wB97M-V/def2-TZVPD).

Properties
Orbital gap   0.3775 hartree
Total charge   0
HOMO   -0.3644 Ha
Energy   -11925.4569 eV
ΔE to the lowest compared entry with this formula, charge and spin   48.1 kcal/mol

Cartesian coordinates (Å):
N -0.22401 -0.80432 0.81200
C 0.64829 -0.48006 -0.31683
C 2.06652 -0.98720 -0.13960
O 2.74117 -1.29243 -1.08775
C 0.72241 1.05528 -0.47792
C -0.61956 1.76823 -0.56432
O -0.69865 2.96415 -0.49323
H -0.12838 -0.19284 1.61096
H -0.17092 -1.75479 1.14592
H 0.19889 -0.87705 -1.22790
H 2.41472 -1.15667 0.89273
H 1.32103 1.49339 0.33182
H 1.33779 1.24909 -1.35967
H -1.49891 1.12930 -0.77642
O -2.93720 -0.53212 0.74595
H -3.19154 -1.24918 0.15623
H -1.98166 -0.33277 0.74802

Atoms 1-2, force components in eV/Å:
0.20 0.31 0.00
-0.41 0.89 0.82

=====

Record 4
Entry from OMol25: a cluster of 7 separate species, C36H68O13Si in total at a distorted geometry (wB97M-V/def2-TZVPD).

Properties
Orbital gap   0.2992 hartree
Total charge   0
HOMO   -0.2801 Ha
Energy   -72918.7759 eV
ΔE to the lowest compared entry with this formula, charge and spin   222.3 kcal/mol

Cartesian coordinates (Å):
C -4.80835 3.93033 -1.68335
O -5.15840 2.67184 -0.99376
C -4.17092 1.59853 -1.31601
C -2.89962 1.61783 -0.22959
C -1.69915 0.63125 -0.75205
Si -0.07875 0.69158 0.28635
C 0.86062 2.38403 0.21809
C 0.09575 3.52303 -0.68962
C 0.11117 3.42395 -2.33836
C -0.71760 4.57196 -3.21297
C -1.52763 5.78101 -2.39438
C -1.47539 5.85574 -0.73924
C -2.26965 7.03687 0.13323
C -0.66495 4.73689 0.16291
H -3.63256 4.05850 -1.65319
H -5.14402 3.96789 -2.80827
H -5.25918 4.88933 -1.16543
H -4.70526 0.54638 -1.28518
H -3.76473 1.85842 -2.39194
H -3.35338 1.29405 0.81720
H -2.59705 2.74396 -0.12709
H -1.44710 0.76130 -1.90851
H -2.11817 -0.48184 -0.65125
H 0.84142 -0.29756 -0.33188
H -0.28573 0.23562 1.67239
H 1.99561 2.22431 -0.09699
H 0.90960 2.78513 1.34015
H 0.68125 2.55457 -2.91934
H -0.74362 4.55303 -4.38310
H -2.15452 6.59415 -3.00185
H -1.57521 7.95823 0.33270
H -2.60294 6.49622 1.13696
H -3.24625 7.28507 -0.47621
H -0.60122 4.75641 1.35396
C -0.39011 -2.42918 6.22036
C -0.60401 -1.60852 4.96363
O 0.59380 -0.89014 4.60679
C 1.60922 -1.40429 3.88446
C 1.65771 -2.88967 3.65354
O 2.51965 -0.68296 3.48099
H 0.38323 -3.18832 6.07909
H -1.31580 -2.92893 6.51612
H -0.05614 -1.78833 7.04307
H -0.96725 -2.20673 4.12387
H -1.37105 -0.85064 5.15743
H 2.29019 -3.35008 4.41747
H 2.09071 -3.07511 2.66510
H 0.67969 -3.36789 3.65053
C -6.25756 10.25174 0.88378
C -4.76179 10.48880 0.81266
O -4.17871 9.77502 -0.29581
C -4.13195 10.23309 -1.56276
C -4.96682 11.42742 -1.93506
O -3.47467 9.64361 -2.41861
H -6.76682 10.61988 -0.01032
H -6.68556 10.75133 1.75633
H -6.47195 9.17993 0.94981
H -4.50246 11.55010 0.77553
H -4.29253 10.08779 1.71780
H -5.91707 11.08358 -2.35266
H -4.42793 12.00772 -2.69120
H -5.15549 12.10914 -1.10749
C 6.64897 -4.75107 2.53034
C 6.01865 -3.92533 3.63463
O 4.66584 -4.35291 3.89013
C 4.32522 -5.37357 4.70217
C 5.39734 -6.31873 5.17042
O 3.14864 -5.57300 4.99858
H 6.71558 -5.80683 2.80463
H 7.65456 -4.38808 2.30422
H 6.04182 -4.69951 1.62050
H 6.61013 -3.92560 4.55393
H 5.95493 -2.88127 3.30879
H 5.42997 -7.18271 4.50103
H 5.14889 -6.65420 6.18266
H 6.38600 -5.86749 5.23480
C -1.34347 1.08287 -6.02929
C 0.15231 1.31993 -6.10042
O 0.73539 0.60614 -7.20889
C 0.78214 1.06422 -8.47584
C -0.05272 2.25854 -8.84814
O 1.43942 0.47474 -9.33169
H -1.85273 1.45101 -6.92340
H -1.77146 1.58245 -5.15674
H -1.55785 0.01106 -5.96327
H 0.41163 2.38122 -6.13755
H 0.62156 0.91892 -5.19528
H -1.00297 1.91471 -9.26574
H 0.48617 2.83885 -9.60428
H -0.24140 2.94026 -8.02057
C 2.27745 -4.14652 -2.75309
C 0.86492 -3.74688 -2.37407
O 0.75505 -2.31685 -2.22872
C 0.53537 -1.45802 -3.24427
C 0.68152 -1.95110 -4.65761
O 0.28991 -0.27385 -3.02183
H 2.57060 -3.72432 -3.71750
H 2.36794 -5.23406 -2.80946
H 2.99244 -3.77034 -2.01392
H 0.11506 -4.12879 -3.07181
H 0.62236 -4.17512 -1.39527
H 1.69225 -1.72965 -5.01112
H -0.04510 -1.42677 -5.28691
H 0.47576 -3.01337 -4.77782
C 1.59627 -10.22736 5.92295
C 1.38237 -9.40670 4.66622
O 2.58019 -8.68832 4.30938
C 3.59561 -9.20247 3.58706
C 3.64409 -10.68785 3.35614
O 4.50603 -8.48114 3.18359
H 2.36961 -10.98649 5.78169
H 0.67059 -10.72711 6.21871
H 1.93025 -9.58651 6.74567
H 1.01914 -10.00490 3.82646
H 0.61534 -8.64882 4.86003
H 4.27657 -11.14826 4.12007
H 4.07710 -10.87329 2.36770
H 2.66608 -11.16607 3.35312

Atoms 1-2, force components in eV/Å:
1.20 0.66 -0.15
1.19 0.21 -1.14

=====

Record 5
Entry from OMol25: a structure of composition C8H12As4F25MnO6 at a distorted geometry (wB97M-V/def2-TZVPD).

Properties
Orbital gap (spin up / spin down)   0.2362 / 0.2839 hartree
Total charge   -3
HOMO (spin up / spin down)   -0.0209 / -0.0686 Ha
Multiplicity   6
<S²>   8.7524
Energy   -363402.2195 eV
ΔE to the lowest compared entry with this formula, charge and spin   0.0 kcal/mol

Cartesian coordinates (Å):
Mn 0.39402 0.00542 -0.05909
As -3.46802 -0.42281 0.94561
F -1.65912 -0.05096 0.50870
F -3.53445 -1.05653 -0.63096
F -5.18726 -0.64390 1.33974
F -3.31323 0.12672 2.58227
F -3.82285 1.21540 0.28984
F -3.04797 -2.09190 1.49769
As 0.73904 3.86778 -0.49214
F 1.64310 3.26759 -1.87824
F 0.90915 5.60614 -0.98809
F -0.02763 4.43727 1.06088
F 0.45853 2.12819 -0.15503
F 2.24215 3.89853 0.48814
F -0.78961 3.89179 -1.41155
As -0.64127 -3.38424 -1.82346
F -0.24309 -1.83258 -0.97349
F 0.58832 -3.08439 -2.97118
F -1.00087 -5.07888 -2.29661
F -1.72652 -3.58876 -0.37799
F -1.83391 -2.80216 -2.97860
F 0.59876 -4.28435 -0.81550
As 0.52344 -2.72633 2.73816
F 0.55660 -1.33091 1.52852
F 1.78148 -1.97878 3.65074
F 0.56823 -4.05032 3.89058
F -0.85983 -3.47889 1.85239
F 1.61842 -3.63892 1.54828
F -0.70939 -1.77241 3.63514
F 2.38520 -0.39576 -0.24535
C 2.62990 2.23088 5.73823
C 2.85791 2.42096 4.13876
C 3.53371 1.31465 3.35087
O 2.54667 0.78459 2.48633
C 1.49690 1.45782 2.56809
O 0.45059 1.19006 1.96772
O 1.49768 2.25902 3.66656
H 3.33903 2.58823 6.48491
H 2.46734 1.17612 5.95991
H 1.63959 2.64617 5.92509
H 3.38403 3.32693 3.83792
H 3.88495 0.42987 3.88181
H 4.39813 1.74006 2.84105
C -0.68046 -1.25299 -5.94290
C -1.17069 0.01860 -5.20264
C -2.49479 -0.13420 -4.61232
O -2.19561 0.18861 -3.26300
C -0.93256 0.33178 -3.06978
O -0.34455 0.59079 -1.99828
O -0.26686 0.32413 -4.19922
H 0.14738 -1.18122 -6.64833
H -1.43730 -1.67403 -6.60474
H -0.54944 -2.00465 -5.16448
H -1.39796 0.93253 -5.75143
H -2.88849 -1.13653 -4.78096
H -3.05676 0.68083 -5.06840

Atoms 1-2, force components in eV/Å:
1.45 -0.51 0.27
1.46 -0.69 0.70

=====

Record 6
Entry from OMol25: a structure of composition C34H41BrN3Pd (wB97M-V/def2-TZVPD).

Properties
Orbital gap (spin up / spin down)   0.2462 / 0.2419 hartree
Total charge   +1
HOMO (spin up / spin down)   -0.3702 / -0.3845 Ha
Multiplicity   5
<S²>   6.0788
Energy   -113908.4706 eV
ΔE to the lowest compared entry with this formula, charge and spin   0.0 kcal/mol

Cartesian coordinates (Å):
Pd -0.47769 0.06831 0.12025
C 0.70962 1.47737 1.79601
C 0.70235 2.90500 1.43795
C 1.78211 3.16812 0.58613
C 2.45665 1.97150 0.38224
C 1.81851 0.91843 1.18287
C 2.58451 -0.29780 1.59071
C 3.68274 1.80711 -0.44446
C 2.21302 4.48717 0.02653
C -0.22016 3.89461 2.04892
C -0.04351 0.96724 2.99215
H 2.00629 -0.95663 2.22833
H 3.46920 0.02097 2.15089
H 2.93597 -0.87943 0.73848
H 4.46827 2.48853 -0.10646
H 3.48703 2.05627 -1.49177
H 4.07539 0.79300 -0.40703
H 2.32934 4.44592 -1.05900
H 3.18097 4.78432 0.43730
H 1.50289 5.27989 0.25538
H -0.32955 4.78661 1.43337
H 0.16839 4.21360 3.02267
H -1.20898 3.46961 2.22587
H 0.17051 -0.08127 3.18837
H -1.12493 1.07097 2.87889
H 0.23825 1.53421 3.88474
Br -1.18376 7.71188 -1.62442
C -1.39869 5.86360 -1.31252
C -2.45815 5.41674 -0.53984
C -2.60486 4.05698 -0.31416
C -1.68739 3.15996 -0.84674
C -0.61466 3.61688 -1.59710
C -0.48185 4.97170 -1.84988
N -1.86634 1.74947 -0.69456
C -3.00565 1.31801 -1.06449
C -3.33753 -0.11220 -1.08788
C -4.57144 -0.53648 -1.55031
C -4.81361 -1.89982 -1.64853
C -3.80441 -2.77561 -1.29510
C -2.59849 -2.26065 -0.83679
N -2.36973 -0.95920 -0.72145
H -3.15972 6.12201 -0.11691
H -3.42284 3.69601 0.29728
H 0.09888 2.90696 -1.99627
H 0.33401 5.33875 -2.45642
H -3.76236 2.00379 -1.44598
H -5.31964 0.19066 -1.83642
H -5.76641 -2.26556 -2.00598
H -3.93524 -3.84601 -1.36921
H -1.78614 -2.91709 -0.55861
C 0.73951 -3.17954 3.22968
C -0.09785 -3.98638 2.23884
C -1.51990 -3.42818 2.16931
C 0.57077 -4.14186 0.88728
C 1.01697 -5.39373 0.52233
C 1.64376 -5.62907 -0.69714
C 1.81808 -4.58790 -1.60278
C 1.40050 -3.30385 -1.32845
C 1.57154 -2.24589 -2.40004
C 0.23370 -1.75999 -2.96346
C 2.44746 -1.06578 -1.98059
C 0.77705 -3.04805 -0.04303
N 0.38482 -1.83412 0.25326
H 0.33656 -3.29481 4.23664
H 0.70000 -2.12146 2.97920
H 1.78197 -3.49874 3.23885
H -0.17182 -5.00293 2.63232
H -1.52172 -2.38826 1.83562
H -1.97223 -3.45795 3.16158
H -2.15033 -4.01513 1.49961
H 0.87347 -6.21661 1.21147
H 1.98722 -6.62421 -0.94491
H 2.28938 -4.78754 -2.55710
H 2.09273 -2.75603 -3.21387
H -0.29789 -1.14455 -2.23618
H -0.40869 -2.59494 -3.24878
H 0.40819 -1.15026 -3.85137
H 1.95319 -0.45440 -1.22304
H 2.64453 -0.42903 -2.84493
H 3.40780 -1.40322 -1.58736

Atoms 1-2, force components in eV/Å:
0.07 0.03 0.01
0.00 -0.03 0.03

=====

Record 7
Entry from OMol25: a cluster of 2 separate species, C6H10O in total (wB97M-V/def2-TZVPD).

Properties
Orbital gap   0.3790 hartree
Total charge   0
HOMO   -0.3443 Ha
Energy   -8430.0561 eV
ΔE to the lowest compared entry with this formula, charge and spin   27.3 kcal/mol

Cartesian coordinates (Å):
O -0.66966 0.13710 1.87863
C -0.56189 0.29990 0.68206
C 0.07151 1.53008 0.07866
C 1.44856 1.08684 -0.37626
C 1.72692 -0.20206 -0.57518
C 0.70996 -1.31659 -0.43703
C -0.74604 -0.80894 -0.31782
H -0.51575 1.90442 -0.77029
H 0.12500 2.30324 0.84713
H 2.21260 1.85402 -0.49519
H 2.74469 -0.50067 -0.82123
H 0.92788 -1.88331 0.47917
H 0.79270 -2.00769 -1.27886
H -1.41055 -1.59552 0.05123
H -1.13490 -0.43942 -1.27668
H -3.21947 -0.18781 0.89838
H -2.75538 -0.16987 1.47764

Atoms 1-2, force components in eV/Å:
0.02 0.20 -0.36
0.03 0.01 0.26